An isolated ion of composition C2H7N3P and charge +1 at a distorted geometry, computed with ωB97M-V with the def2-TZVPD basis set.

Geometry as XYZ:
```
13
Properties=species:S:1:pos:R:3
C -0.406 0.557 -0.644
C 1.032 -0.687 0.859
N -1.454 0.311 1.699
N 0.664 -0.148 -0.458
N -0.872 1.039 -1.702
P -0.550 -0.933 1.976
H 1.562 -1.545 0.698
H 1.749 -0.069 1.431
H -1.065 1.275 1.602
H 1.360 -0.065 -1.184
H -1.714 1.536 -1.836
H -0.314 1.157 -2.560
H -1.296 -2.175 2.059
```

LUMO (alpha / beta): -3.29 / -6.50 eV
net charge: +1
relative energy (zero: lowest compared OMol25 entry of this formula, charge and spin): 12.9 kcal per mole
multiplicity: 3
HOMO (alpha / beta): -11.94 / -13.99 eV
⟨S²⟩: 2.0131
total energy: -15935.0780 eV